134
Properties=species:S:1:pos:R:3 method="wB97M-V/def2-TZVPD" e_homo_ev=-5.90 total_energy_ha=-3515.07729 de_lowest_kcal_mol=0.0
S 5.76 2.10 3.32
S 4.55 -0.19 4.87
F 3.23 1.20 2.71
O 4.89 3.12 3.83
O 5.90 -0.31 5.38
O 3.54 0.58 5.53
O 6.98 1.73 4.00
N -1.11 -0.33 -1.65
N 0.80 0.34 -0.95
N 0.20 -0.38 -1.92
N 4.78 0.53 3.18
C 3.99 -1.90 4.75
C 1.74 -1.13 2.38
C -3.03 4.04 -1.85
C 2.23 0.28 -0.81
C -0.57 -3.19 -1.34
C -3.99 -2.83 0.75
C -0.11 0.77 0.04
C -1.35 0.40 -0.47
C 4.40 0.95 -1.56
C 2.24 -3.52 5.09
C 0.36 1.37 1.20
C 4.17 -0.51 0.35
C -0.86 -4.48 -0.59
C 2.79 -0.57 0.15
C -6.98 1.50 0.48
C -2.23 1.01 -4.61
C 2.44 1.81 -2.90
C -3.28 2.00 -0.32
C -3.61 -0.33 0.37
C 7.57 2.09 1.24
C -1.91 4.00 0.40
C 8.09 2.58 0.04
C -7.19 2.04 1.91
C 2.07 0.87 -4.04
C -3.16 0.68 -3.44
C -2.00 -1.27 -2.30
C -4.06 -1.71 -3.47
C 5.61 3.50 0.96
C 6.14 3.99 -0.23
C 4.87 -2.90 4.35
C 6.33 2.55 1.67
C 3.02 1.02 -1.71
C 4.97 0.20 -0.53
C -2.73 -3.54 -2.63
C -3.01 -1.67 0.79
C 2.71 -2.21 5.22
C 1.28 2.76 -2.57
C -4.64 2.22 -0.11
C -2.26 -1.58 2.12
C -3.09 -0.79 -3.04
C -5.51 1.18 0.24
C -2.38 3.15 -0.78
C -3.88 -3.07 -3.24
C 3.09 -4.52 4.61
C 2.50 -2.98 0.93
C 0.66 -3.32 -2.23
C -2.73 0.70 -0.09
C -4.98 -0.10 0.45
C 4.41 -4.22 4.26
C -1.77 -2.65 -2.12
C -4.58 1.15 -3.75
C 1.93 -1.57 0.95
C -7.93 0.32 0.23
C 7.38 3.54 -0.69
H -6.96 1.26 2.65
H 2.93 0.25 -4.33
H 2.72 -5.54 4.51
H -0.15 -4.62 0.23
H 9.06 2.22 -0.32
H -2.57 0.50 -5.52
H 4.61 -1.05 1.19
H -5.25 0.97 -2.90
H 6.06 0.17 -0.42
H -1.20 0.68 -4.40
H 2.10 -1.42 5.64
H 1.79 -3.67 1.37
H -2.21 2.09 -4.80
H -4.98 0.63 -4.63
H 4.66 3.85 1.36
H -0.78 -5.34 -1.26
H -1.87 -4.48 -0.15
H -4.94 -1.36 -4.00
H -2.96 -1.33 2.93
H -8.97 0.68 0.28
H 8.13 1.38 1.85
H 5.04 1.51 -2.26
H -2.30 4.78 -2.20
H -1.29 3.39 1.08
H -5.66 -0.91 0.71
H 1.41 3.25 -1.60
H -3.90 4.58 -1.44
H 1.23 3.54 -3.35
H 5.58 4.74 -0.80
H -4.79 -2.70 1.47
H 0.95 -1.58 0.46
H -3.48 -3.77 0.98
H 2.72 -3.30 -0.09
H 3.43 -3.03 1.51
H -2.77 4.40 0.96
H -7.81 -0.45 1.00
H 5.91 -2.64 4.13
H -1.30 4.84 0.04
H -0.33 -2.42 -0.59
H -2.81 1.24 -2.57
H -7.77 -0.12 -0.75
H 1.37 -1.94 3.01
H 3.28 2.44 -3.24
H -3.36 3.44 -2.71
H 1.22 -3.75 5.37
H -4.66 -3.78 -3.57
H 1.42 1.59 1.32
H -8.24 2.35 2.05
H -1.77 -2.54 2.35
H -2.25 -1.88 0.02
H -2.57 -4.62 -2.52
H 0.92 -2.34 -2.63
H 0.32 2.23 -2.59
H 2.69 -0.77 2.78
H 5.09 -5.00 3.92
H -1.49 2.70 -1.23
H 1.51 -3.70 -1.67
H 7.80 3.94 -1.61
H -6.55 2.90 2.10
H 1.26 0.20 -3.72
H 0.45 -4.00 -3.06
H -4.60 2.23 -3.97
H 1.04 -0.29 2.46
H -5.06 3.22 -0.25
H 1.73 1.44 -4.92
H -4.42 -2.93 -0.25
H -7.24 2.30 -0.22
H -0.39 1.69 1.92
H -1.49 -0.80 2.08



142
Properties=species:S:1:pos:R:3 method="wB97M-V/def2-TZVPD" spin_multiplicity=2 e_homo_ev="-3.33 / -3.33" total_charge=-1 total_energy_ha=-4611.19863
Te -1.92 3.29 -1.89
Cr -0.95 0.21 -0.21
Cl -5.11 2.63 0.04
S 0.43 2.76 1.35
O -0.70 2.10 0.59
O 0.78 0.24 -1.19
O -0.18 -0.55 1.41
N -1.05 -2.01 -0.82
N -0.25 -1.28 -3.71
C -3.10 1.61 3.92
C 0.32 -3.10 3.95
C 0.70 4.38 0.54
C 4.96 1.45 -2.09
C -4.45 3.06 2.59
C -5.56 6.74 -6.04
C 6.42 -2.97 -1.37
C 1.54 -0.90 3.72
C 3.97 -2.46 -0.94
C -0.37 3.55 2.80
C 4.79 -4.82 -1.26
C -3.84 5.56 -2.84
C -1.06 -2.75 1.60
C 3.13 -0.21 -1.43
C -0.26 -1.69 2.06
C -0.72 -5.43 4.29
C -0.30 -6.63 3.43
C -4.61 6.29 -3.74
C 5.36 -3.55 0.81
C -0.52 -4.13 3.52
C -0.12 5.05 2.72
C -3.35 1.14 1.53
C -4.15 4.72 -5.45
C 0.47 -1.54 -4.94
C -4.20 2.26 1.48
C -1.80 -2.67 0.28
C -3.19 4.38 -3.24
C -3.77 6.09 -1.43
C 3.00 2.21 -0.80
C 0.48 -1.91 3.26
C -2.21 -5.57 4.65
C -0.96 -0.02 -3.78
C 4.17 -1.12 -1.29
C -1.17 -3.93 2.31
C -1.16 -2.35 -3.41
C 1.58 -1.99 -0.95
C 1.78 -0.62 -1.18
C 2.20 -1.29 5.04
C 3.47 1.22 -1.87
C -3.03 0.25 0.39
C -3.38 3.97 -4.57
C 0.94 0.50 3.91
C -2.84 0.84 2.80
C -0.20 5.38 1.24
C 2.73 1.52 -3.18
C -2.80 2.68 -5.07
C -4.77 5.90 -5.06
C 0.09 -5.46 5.59
C -1.87 -2.27 -2.05
C 2.66 -2.85 -0.79
C 5.12 -3.43 -0.70
C 2.63 -0.85 2.63
C -3.90 2.74 3.82
C 0.25 -2.72 -0.91
H 4.46 -3.91 1.31
H -0.19 -1.60 -5.82
H -4.76 6.44 -1.11
H -2.76 -2.18 0.40
H -2.35 -3.26 -1.94
H 0.44 0.82 3.01
H -2.67 -1.53 -2.06
H 6.17 -4.26 1.02
H -4.28 4.36 -6.47
H -5.09 7.72 -6.17
H 0.33 -3.38 -0.04
H -1.80 -4.72 1.90
H 0.88 5.28 3.09
H 1.03 -2.47 -4.85
H 3.97 -5.29 -0.71
H 2.43 -3.89 -0.55
H -0.17 -4.62 6.24
H 5.18 -0.78 -1.46
H 5.11 2.49 -2.42
H -2.20 -0.03 2.89
H -2.68 1.33 4.88
H -3.32 -0.75 0.73
H -1.96 -2.42 -4.17
H 1.66 1.35 -3.04
H 3.44 -0.17 2.90
H 7.19 -3.73 -1.26
H 0.23 -3.38 -1.78
H 5.53 1.30 -1.17
H 5.37 0.80 -2.87
H 0.75 -6.55 3.15
H -2.53 -4.74 5.29
H -0.44 -7.56 4.00
H 1.46 -1.39 5.84
H 1.19 -0.73 -5.10
H -0.85 5.60 3.32
H 4.50 -4.75 -2.31
H 1.93 2.11 -0.71
H -0.90 -6.70 2.53
H 1.75 4.62 0.66
H 0.44 4.24 -0.51
H 5.63 -2.58 1.24
H -3.66 0.49 -0.47
H 5.66 -5.48 -1.18
H -1.43 3.30 2.70
H -1.31 0.27 -2.80
H 2.20 -0.51 1.68
H 3.04 -1.85 2.47
H -0.60 -3.28 -3.46
H 6.79 -2.04 -0.92
H -1.82 -0.08 -4.46
H -6.58 6.90 -5.68
H 3.09 0.87 -3.98
H -3.22 1.86 -4.49
H -0.13 -6.39 6.13
H 3.47 1.99 0.16
H 1.74 1.22 4.15
H 6.25 -2.80 -2.44
H -0.28 0.76 -4.13
H 2.75 -2.23 4.95
H 2.88 2.56 -3.48
H -2.39 -6.51 5.18
H 0.22 0.50 4.74
H -3.43 5.33 -0.73
H 2.91 -0.52 5.33
H -1.23 5.26 0.88
H -2.02 -3.71 -0.02
H -2.83 -5.56 3.76
H -5.12 3.90 2.48
H -3.03 2.53 -6.12
H 0.02 3.09 3.71
H -4.10 3.36 4.68
H 3.25 3.23 -1.09
H 1.16 -5.43 5.38
H 0.88 -3.25 4.86
H -5.11 7.19 -3.39
H -1.72 2.67 -4.93
H 0.11 6.41 1.03
H -5.60 6.25 -7.01
H -3.09 6.95 -1.37



189
Properties=species:S:1:pos:R:3 method="wB97M-V/def2-TZVPD" smiles="CCOC(=O)C(F)(F)F.CCOC(=O)C(F)(F)F.CCOC(=O)C(F)(F)F.C[C@H]1COC(=O)O1.C[C@H]1COC(=O)O1.C[C@H]1COC(=O)O1.C[C@H]1COC(=O)O1.C[C@H]1COC(=O)O1.C[C@H]1COC(=O)O1.COCCOCCOC.COCCOCCOC.COCCOCCOC" e_homo_ev=-9.21 total_energy_ha=-5494.68278 de_lowest_kcal_mol=0.0
F -2.95 12.38 -4.35
F 5.70 0.36 -5.45
F -3.69 12.01 -2.46
F 5.75 1.20 -7.32
F 4.59 -0.59 -7.07
F -1.58 11.38 -2.98
F -10.15 -3.81 10.41
F -11.02 -2.51 8.83
F -11.27 -4.52 8.63
O -0.91 -2.59 -1.05
O -0.06 -0.71 -0.44
O 8.07 -0.61 -6.70
O -4.29 -0.30 -7.78
O 7.31 -11.39 -3.60
O -5.93 -6.52 -1.32
O 3.31 6.19 4.38
O -2.38 9.19 -3.82
O -8.77 -5.01 7.72
O -8.12 -6.07 -0.81
O -7.55 -7.35 -2.60
O 6.72 -9.22 -3.06
O -1.99 -10.22 -7.97
O -3.22 1.49 -8.70
O 0.24 -10.23 -8.50
O -9.77 3.57 2.03
O 10.62 0.75 0.77
O -8.26 -2.78 8.09
O -1.51 -0.37 9.98
O -4.62 0.28 -9.86
O 1.34 -2.21 -1.34
O -1.26 0.49 8.01
O -0.73 -8.34 -8.17
O -7.09 4.78 0.98
O 8.51 -0.85 1.83
O 3.89 7.33 9.54
O -7.99 8.03 0.92
O 13.42 0.52 -1.19
O 6.70 -1.60 -8.19
O 0.18 -1.19 8.93
O -4.48 10.06 -4.33
O 4.39 5.19 7.59
O 7.20 -10.73 -1.53
C 2.48 7.25 4.14
C -8.94 9.03 0.62
C -10.35 -3.63 9.10
C -4.05 0.46 -8.68
C 0.55 -7.95 -8.45
C 6.95 -0.78 -7.15
C -3.23 1.72 7.57
C -7.65 5.86 1.79
C -8.70 6.80 1.30
C -8.66 2.78 1.50
C 5.32 5.81 8.48
C -1.36 -0.58 -0.31
C -1.87 -2.00 -0.18
C 2.93 5.53 5.63
C -9.03 -3.77 8.26
C -3.34 10.14 -3.81
C -2.83 11.51 -3.37
C 7.71 -9.32 0.37
C 8.05 -3.63 -7.86
C 0.24 -1.84 -1.00
C -1.48 6.91 -4.22
C 4.73 6.26 9.80
C -10.75 2.83 2.64
C 6.71 -9.56 -0.84
C 12.68 -0.05 -0.13
C 0.92 -6.89 -7.43
C -4.36 -8.26 -1.78
C -2.41 0.70 9.97
C -2.09 1.47 8.58
C 7.10 -10.51 -2.78
C -0.71 -0.33 9.01
C 11.14 0.03 -0.26
C -4.28 1.40 -10.68
C -7.24 -6.56 -1.49
C 1.35 -9.23 -8.39
C 3.50 6.15 6.95
C 8.14 0.07 0.77
C -7.55 -6.59 6.34
C 9.31 1.23 0.61
C 8.44 -0.29 3.14
C 3.04 7.70 10.56
C -1.81 -2.51 1.24
C -2.75 7.79 -4.26
C -7.53 -5.21 7.00
C -7.89 3.71 0.46
C 6.53 -8.47 -1.90
C -1.89 2.52 -10.65
C -3.20 2.23 -9.93
C -5.33 -7.13 -2.44
C 7.76 -2.33 -8.67
C 5.72 -0.02 -6.72
C -6.40 -7.68 -3.34
C -0.89 -9.68 -8.08
C 13.49 1.98 -1.00
H 3.69 7.99 11.38
H -3.23 7.81 -5.24
H -7.20 3.17 -0.19
H 1.93 5.10 5.60
H 10.82 0.44 -1.21
H 6.03 6.47 7.99
H -0.90 6.88 -3.30
H -8.38 -6.52 5.63
H -6.79 6.38 2.21
H -11.54 3.52 2.94
H -1.78 5.89 -4.44
H 9.25 2.01 1.37
H 13.02 -1.09 -0.12
H 5.69 -9.80 -0.54
H 13.85 2.39 -1.95
H 2.31 6.97 10.91
H -3.85 -8.06 -0.84
H 2.48 8.56 10.20
H -6.60 -6.62 5.83
H 7.61 -2.64 -9.70
H -4.99 -9.14 -1.63
H 1.42 7.07 4.26
H 1.90 -9.40 -7.47
H -3.56 -8.63 -2.42
H 8.79 -4.26 -8.34
H -1.28 1.66 -10.90
H 7.14 0.49 0.89
H 8.71 -0.99 3.94
H 6.03 5.11 8.92
H -0.84 7.21 -5.05
H 2.60 8.11 4.80
H 3.40 4.56 5.50
H -7.73 -7.47 6.96
H -3.72 0.77 7.35
H 5.46 6.54 10.56
H 7.90 -10.02 1.17
H 1.95 -6.57 -7.57
H 9.18 1.76 -0.33
H -1.97 -3.59 1.31
H 8.20 -0.63 -0.07
H 10.62 -0.92 -0.39
H -3.58 3.23 -9.71
H -8.68 4.16 -0.13
H 0.42 -7.58 -9.47
H 8.60 -1.68 -8.89
H -2.89 -2.03 -0.58
H -8.13 2.41 2.37
H -9.98 8.75 0.80
H -2.39 1.55 10.65
H -10.52 2.27 3.55
H 12.56 2.48 -0.71
H 4.10 5.45 10.14
H 7.34 -7.80 -1.65
H -2.63 -2.08 1.82
H -6.27 -7.15 -4.28
H 14.38 2.19 -0.41
H -8.00 5.47 2.75
H -3.01 2.18 6.61
H -7.47 -4.42 6.26
H -1.66 2.44 8.83
H -1.59 -0.12 0.65
H 9.23 0.44 3.34
H 12.99 0.39 0.81
H -3.35 0.15 10.06
H -2.06 3.01 -11.61
H -4.05 2.30 8.01
H -4.83 -6.43 -3.12
H -6.68 -5.26 7.69
H -6.28 -8.76 -3.41
H -1.42 3.24 -9.98
H 7.18 -4.28 -7.85
H 0.23 -6.04 -7.48
H -8.82 9.86 1.32
H 2.69 7.61 3.13
H 5.53 -8.09 -1.67
H 7.54 -8.42 0.96
H 2.16 -9.22 -9.12
H 8.39 -3.70 -6.82
H -9.39 7.06 2.10
H -5.17 1.98 -10.92
H 7.50 0.24 3.31
H 0.87 -7.22 -6.39
H 8.74 -9.23 0.05
H -3.75 1.10 -11.58
H -0.87 -2.19 1.67
H -3.49 7.39 -3.56
H 2.69 6.40 7.63
H -9.38 6.38 0.55
H -8.82 9.29 -0.43
H -9.16 1.99 0.94
H -1.79 0.01 -1.12
H -11.27 2.13 2.00
H 4.10 7.04 6.78